[1]
ORCA calculation (the ωB97M-V functional and the def2-TZVPD basis) on C21H33BF4N2O2RhSi as an isolated structure at a distorted geometry.

E   -51826.3386 eV
Orbital gap (spin up / spin down)   0.209 / 0.231 hartree
Energy above the lowest of the compared OMol25 structures with the same formula, charge and spin   89.8 kJ/mol
Expectation value of S²   6.0240
Total charge   -1
Multiplicity   5
LUMO (spin up / spin down)   2.70 / 1.11 eV

Last column: Mulliken charge in e.
Positions of all 65 atoms, in Å:
H -4.7785 1.5712 -3.1821  0.5133
C -2.4113 0.1943 -2.8668  -1.9058
H -1.1190 -7.0843 0.6972  0.3747
C 3.0497 2.5067 0.0685  -1.5301
C -3.7153 3.5934 0.6807  -1.9861
H -1.7582 3.9054 2.5652  0.4721
H -4.5797 2.6825 -1.8220  0.3020
C -0.9242 -4.9560 0.6010  -0.3046
H -1.7994 -0.5704 -2.3815  0.1486
H 0.1562 -4.9582 0.5854  0.4607
C -1.5890 -3.7269 0.5590  0.5471
C -1.1732 3.2906 -1.6935  -1.3738
H 4.1782 -2.1664 1.1120  0.3968
F -0.4801 -0.8869 4.0798  -0.4084
C -4.1081 0.0526 -1.0515  -1.8093
H -3.3715 2.0326 2.9050  0.5275
H -2.1990 0.8971 2.2430  0.1043
H -3.5927 -7.0360 0.7551  0.3754
O 1.2372 1.2409 -0.8221  -0.6239
H -3.4223 2.7076 -3.1601  0.3300
F -0.4370 1.3813 4.5019  -0.3924
C -2.5530 2.6485 0.9915  2.2842
H -4.7445 -0.5069 -1.7496  0.5779
H -4.7652 0.6022 -0.3732  0.2743
C -3.6963 -4.8941 0.6683  -0.7824
Si -1.8529 1.8294 -0.6489  1.3296
Rh -0.2398 0.2854 0.2248  -0.3955
H 3.0110 -3.2689 0.3390  0.3270
H 3.9473 2.6046 -0.5475  0.4082
H -0.5723 2.7980 1.8866  0.2403
C -1.6415 -6.1360 0.6675  -0.6765
H -1.0525 4.2400 0.9729  0.3051
B 0.2416 0.2971 3.9410  0.1689
H -1.7468 0.8340 -3.4538  0.3438
C 2.3854 -1.2261 0.4159  1.2733
H -0.7876 2.9359 -2.6519  0.3005
F 1.5296 0.1800 4.4618  -0.3639
F 0.3716 0.5636 2.5061  -0.0438
C -1.4127 3.4460 1.6329  -1.8862
H -1.9453 4.0397 -1.8890  0.3748
H -3.1041 -0.3022 -3.5571  0.5066
H -0.3463 3.7766 -1.1732  0.2154
C -3.1858 1.0018 -1.8211  2.4297
H -4.5885 3.0460 0.3174  0.3436
N 0.4852 -2.5292 0.3760  -0.5733
H 3.3421 2.5721 1.1185  0.3697
H 4.0038 0.0932 0.6082  0.2562
H -3.8275 0.9653 1.5662  0.1994
C 2.9867 0.0002 0.2515  -1.0799
N 1.0468 -1.3599 0.1925  0.4631
H -4.7785 -4.8699 0.6961  0.3933
H 2.6938 -2.6602 1.9604  0.3214
H -4.0145 4.1237 1.5937  0.5098
H 2.3718 3.3238 -0.1706  0.3269
C 2.3604 1.1929 -0.2084  0.9227
C -3.0167 1.5701 1.9774  -1.5883
C -2.9836 -3.7102 0.6031  -0.2603
H -3.4422 4.3446 -0.0649  0.3208
H -3.4908 -2.7545 0.5886  0.3019
H -3.5256 -0.6598 -0.4667  0.0755
C 3.1224 -2.4010 0.9905  -1.4144
C -0.8448 -2.4650 0.4822  0.3230
O -1.4715 -1.3514 0.5124  -0.4058
C -3.0305 -6.1123 0.6982  -0.3318
C -4.0374 2.0574 -2.5338  -1.9028

Forces on the atoms, in the same order (eV/Å):
0.004 0.000 -0.018
0.045 0.031 0.116
0.016 0.014 0.009
-0.108 -0.083 0.064
0.009 -0.051 0.018
-0.010 0.012 0.018
-0.011 0.019 -0.062
-0.005 0.242 -0.035
-0.008 -0.031 -0.067
0.016 -0.021 -0.015
-0.281 -0.606 0.079
-0.023 -0.271 0.228
-0.003 0.009 0.003
0.042 0.049 0.002
0.075 0.082 -0.018
0.012 0.004 0.024
-0.032 -0.014 0.083
0.015 -0.009 -0.011
1.603 0.478 -0.255
-0.048 0.011 0.000
0.053 -0.101 -0.041
0.017 -0.273 -0.328
-0.002 -0.002 -0.010
-0.009 -0.029 -0.001
-0.065 -0.127 -0.010
-0.643 0.512 -0.766
-0.240 0.734 1.440
0.010 -0.016 0.035
0.028 -0.021 0.028
0.045 0.009 0.051
-0.074 -0.129 0.009
-0.028 0.009 0.035
-0.068 0.022 -0.026
0.010 -0.037 -0.017
0.193 -0.185 0.154
-0.012 -0.011 -0.001
-0.044 -0.015 -0.036
0.049 -0.021 -0.029
0.003 -0.034 -0.080
0.004 0.006 -0.003
-0.017 0.004 -0.023
0.011 -0.023 -0.019
0.057 0.283 0.329
-0.003 0.037 0.005
0.483 -0.803 0.172
0.041 0.033 -0.019
0.023 0.024 -0.008
0.013 0.015 0.034
-0.161 -0.543 -0.008
-0.225 0.246 -0.439
0.001 0.015 0.012
0.027 -0.039 -0.014
-0.012 0.007 0.010
0.004 -0.020 -0.003
-0.483 0.518 -0.546
0.053 0.022 -0.073
0.187 0.194 -0.027
-0.035 0.009 -0.002
0.005 -0.018 -0.003
-0.041 -0.036 0.032
-0.054 0.131 -0.020
-0.072 1.230 -0.148
-0.397 -1.458 0.201
0.013 0.083 0.012
0.048 -0.070 -0.025

=====

[2]
ORCA calculation (the ωB97M-V functional and the def2-TZVPD basis) on C21H33BrIrN4O2S as an isolated structure at a distorted geometry.

E   -116069.6190 eV
Orbital gap (spin up / spin down)   0.280 / 0.224 hartree
Energy above the lowest of the compared OMol25 structures with the same formula, charge and spin   136.3 kJ/mol
Expectation value of S²   0.7764
Total charge   +2
Multiplicity   2
LUMO (spin up / spin down)   -6.55 / -8.35 eV

Last column: Mulliken charge in e.
Positions of all 63 atoms, in Å:
Ir -0.1293 -0.0975 0.2399  2.1901
C -3.8449 0.0492 4.2031  -0.1475
H 2.4838 -3.1982 -2.5882  0.2066
C 1.2063 0.1748 4.3833  -1.7337
H 2.0111 -1.5639 -2.2961  0.1914
C 2.3798 1.0281 0.4709  0.6754
H 1.3482 1.0757 3.7844  0.1156
Br -2.5373 -0.0282 0.2702  -0.1107
H -6.2045 1.2342 3.3825  0.3639
O -0.2933 0.1569 2.1470  -0.9444
H 1.3163 -0.6947 3.7352  0.3375
C -2.6412 0.0049 2.1481  0.3206
H 4.2441 0.2879 0.2403  0.2496
N 1.8925 -2.5433 -2.1083  -0.3961
C -1.3823 0.1435 4.2550  -0.6318
H -4.5266 1.0076 6.7650  0.4180
H 0.7392 -5.6624 2.4161  0.3410
C -1.0631 -4.9985 1.3819  -0.5398
H -0.2533 2.3610 5.3465  0.3560
H -5.3764 -2.1403 4.8218  0.3818
C 0.1430 1.8737 0.1103  -0.9715
H 0.1626 2.1028 -0.9586  0.5327
S 0.8508 -4.5802 -0.6692  -0.1257
C -5.9361 -1.2479 4.5361  -1.5567
C -0.3860 -4.0556 0.4412  0.2263
H -6.8898 -1.2677 5.0633  0.4515
H 0.7216 1.5511 6.5756  0.4815
O 1.8157 -0.0970 0.2353  -0.9587
H -4.4796 -0.7680 6.8268  0.4251
C -0.2333 -5.2276 2.6480  -0.8636
C -5.9876 1.2639 4.4513  -1.5343
H -6.9401 1.2846 4.9808  0.4483
H -2.6442 0.1693 5.9498  0.4915
C 1.4776 2.1619 0.8030  -0.3389
C -0.1304 0.1877 5.1331  1.8923
C -0.1875 1.4734 5.9786  -1.6689
H -2.0309 -4.5617 1.6272  0.2418
C -5.1801 0.0370 4.9181  1.9049
H -4.7602 -0.0814 2.2239  0.5111
C -0.1565 -1.0405 6.0607  -1.5434
C -1.3888 0.1069 2.8180  0.4642
H 1.9028 3.1320 0.5407  0.5462
N 0.2072 -2.1456 -0.5265  -0.1348
H -0.0693 -4.2880 3.1772  0.1399
H 1.3563 2.1525 1.8907  -0.0257
N -0.6112 -2.7905 0.3842  -0.3214
H 4.1566 1.9836 0.5929  0.2261
H -1.0338 1.4811 6.6647  0.3340
C -5.0255 0.0936 6.4371  -2.0200
H -1.0336 -1.0558 6.7064  0.3335
H -0.6686 2.4303 0.5810  0.3774
H -0.1398 -1.9696 5.4872  0.2592
H -6.0147 0.0838 6.8932  0.4416
H 0.7255 -1.0236 6.7011  0.4708
H 1.9998 0.1407 5.1293  0.5708
H -0.7529 -5.9119 3.3160  0.3539
C -3.8333 -0.0192 2.7774  -0.9094
H -6.1498 -1.3029 3.4679  0.3517
N 3.6850 1.1082 0.4269  -0.3721
H -1.2467 -5.9455 0.8732  0.3759
H -5.4615 2.1946 4.6700  0.3763
C 1.0246 -2.9429 -1.1671  0.5246
C -2.6207 0.1278 4.8723  -0.0510

Forces on the atoms, in the same order (eV/Å):
-0.616 -1.594 -0.314
-0.074 -0.019 -0.231
0.002 0.006 0.000
0.007 -0.025 0.009
-0.035 0.005 -0.064
-0.213 -0.384 0.073
0.000 -0.020 0.069
-0.713 -0.075 -0.489
-0.006 -0.002 0.010
0.371 0.526 0.371
0.008 -0.008 0.055
-0.016 0.103 0.110
-0.026 -0.001 -0.003
-0.011 -0.016 0.119
0.042 0.006 0.028
-0.006 0.000 -0.007
-0.003 -0.003 -0.009
0.045 0.064 -0.016
0.012 -0.004 -0.002
0.006 0.019 0.011
-0.380 0.718 0.235
0.078 0.158 0.037
0.023 -0.173 0.000
0.019 -0.044 0.008
-0.026 0.049 -0.036
-0.009 0.008 -0.015
-0.009 -0.011 0.011
1.899 0.306 0.177
-0.003 0.003 -0.010
0.000 0.000 0.008
0.018 0.026 -0.008
-0.008 -0.015 -0.012
0.014 -0.005 0.013
0.054 0.247 -0.177
-0.026 0.034 -0.047
0.022 0.021 0.008
-0.014 -0.019 0.009
0.038 0.039 0.001
0.017 0.001 -0.007
0.011 -0.047 -0.004
-0.303 -0.042 0.194
0.058 -0.030 -0.038
-0.604 0.039 -0.232
-0.003 -0.006 -0.006
-0.039 -0.025 -0.053
0.130 -0.232 -0.033
0.008 -0.021 0.008
-0.009 -0.008 -0.015
-0.015 -0.010 0.020
0.001 0.010 -0.003
0.103 0.196 -0.073
0.009 0.013 -0.004
0.005 0.000 0.003
-0.007 0.005 0.009
0.028 0.027 -0.013
-0.001 0.002 -0.003
-0.052 0.000 0.388
-0.010 0.005 0.008
0.152 0.167 0.003
-0.030 -0.002 -0.006
0.006 -0.016 0.012
0.109 0.071 -0.071
-0.026 -0.022 -0.009

=====

[3]
ORCA calculation (the ωB97M-V functional and the def2-TZVPD basis) on a 2-piece molecular cluster, C21H33Cl3IN6O3S overall at a distorted geometry.

E   -93883.9931 eV
Orbital gap   0.267 hartree
Total charge   +1
LUMO   -4.14 eV

Last column: Mulliken charge in e.
Positions of all 68 atoms, in Å:
H -2.4516 -2.7214 1.5409  0.3403
S 0.2164 4.3945 2.4785  -0.1387
C -3.2602 -2.1263 0.9677  -0.7208
H 4.6331 -2.4364 -2.3995  0.3283
C 0.6191 1.7546 3.6681  -0.6561
C -0.2399 3.1134 3.7397  -0.5671
H 6.7019 -3.3026 -1.4393  0.3178
C -0.6210 -0.6639 1.3558  -0.2300
C 5.3327 1.1582 -4.5153  -0.8035
C -1.9185 -0.0728 2.0975  -0.3393
H -1.8957 1.0717 2.1923  -0.0601
H -4.2667 -2.6105 1.2828  0.4093
Cl -7.1969 -0.1836 4.2030  -0.1242
H 6.4277 1.4169 -4.7357  0.3351
C 5.1416 -1.6695 -1.7101  -0.4571
H -4.0357 -4.3954 -0.3823  0.3667
H -2.7282 -0.9376 -2.7371  0.2400
O 5.7058 -1.2683 -4.3831  -0.5421
C 1.1781 1.3934 2.2228  -0.1456
H -0.2416 -1.6258 1.8787  0.2898
H 1.5148 1.8638 4.3752  0.4471
H -0.8696 -0.9929 0.2764  0.0989
H -8.3165 -1.9443 3.1179  0.3518
C -3.8605 -0.9131 -2.5191  -0.9474
H 3.3515 2.3953 -1.5769  0.3410
C 5.3703 -0.2541 -3.7105  0.3888
C 3.6442 0.2174 -2.0225  -0.9770
H -4.1147 0.1744 -2.2112  0.2287
H 7.2730 -1.8689 -2.4633  0.2963
H 4.8101 1.9323 -3.8535  0.2214
H 3.1480 0.6073 -2.9937  0.4244
H -1.9903 -0.5974 3.1287  0.3108
H -0.0186 3.5861 4.7738  0.3773
O -5.4009 -2.2397 -1.0392  -0.5466
Cl -6.5744 -1.4019 1.6352  -0.0273
C 0.6132 0.3421 1.2507  0.1864
C 6.6883 -2.1510 -1.5212  -1.0743
N -0.2451 4.3220 -0.3570  -0.2036
H -3.2878 0.0717 0.3423  0.2038
H 4.6261 1.5861 -0.5281  0.3872
H -3.1056 -4.0119 -1.9192  0.3251
C -2.4405 3.9654 -0.4800  -0.0211
N -3.0748 -2.4327 -0.4851  0.0911
H -4.4015 -1.1616 -3.4917  0.3680
H 7.1856 -1.6532 -0.6175  0.2792
C -7.2711 -1.6667 3.2397  -0.0683
C -4.2171 -1.9007 -1.3082  0.5262
H -0.0519 0.9204 4.1087  0.2520
N -1.2584 4.1415 -1.2593  -0.3535
C -3.2624 -0.5523 1.3030  -0.3549
H 3.0383 -0.7080 -1.7131  0.4015
H -3.4720 3.7796 -0.9244  0.3750
C 3.5673 1.4368 -0.9629  -0.5875
N 1.4064 0.2809 0.0295  -0.0267
I 3.6896 3.2849 2.0852  0.3116
H -1.3761 2.9606 3.7141  0.3397
N 2.3294 1.8781 1.4652  -0.3166
C -3.0705 -3.9011 -0.7653  -0.9786
H -2.1148 -4.4307 -0.4268  0.2770
H 4.7400 0.9259 -5.4805  0.2647
C 2.4752 1.2406 0.1807  0.2882
O -2.2357 4.0411 0.9434  -0.2481
N 5.0589 -0.2614 -2.2665  0.0564
C -0.8207 4.2397 0.9707  0.4987
H 1.1715 -0.3542 -0.7427  0.4727
H 4.6382 -1.7567 -0.6886  0.3991
Cl -6.4362 -2.9888 4.0687  -0.1232
H -4.1527 -0.3395 1.9937  0.2216

Forces on the atoms, in the same order (eV/Å):
-1.098 1.135 -0.887
-1.104 0.118 -0.791
-0.838 -0.819 0.577
0.623 1.308 0.791
0.474 0.187 -0.247
-0.584 -0.262 0.698
0.041 1.917 0.058
0.965 0.251 -0.143
-0.483 -1.343 1.071
-0.573 -1.383 -0.123
0.009 -1.764 -0.103
1.559 0.943 -0.219
-0.035 -0.104 -0.054
-1.772 -0.232 0.280
1.663 -1.435 0.374
1.517 0.518 -0.281
-1.785 -0.060 0.483
-1.143 3.256 3.107
-1.298 -3.713 -4.197
-0.634 1.627 -0.744
-1.212 -0.163 -1.063
0.211 0.610 1.604
0.222 0.056 0.032
0.791 0.072 0.323
0.099 -1.420 1.298
0.856 -1.319 -2.571
-0.847 0.492 -0.554
0.239 -1.852 -0.414
-0.823 -0.463 1.385
0.925 -0.790 -1.238
0.931 -0.727 1.514
0.251 1.264 -1.478
-0.362 -0.492 -1.870
4.311 1.466 -1.068
-0.430 -0.098 0.156
0.774 1.507 1.195
-0.587 0.128 -0.571
-2.490 -0.740 4.836
-0.338 -0.950 1.269
-1.789 -0.338 -0.387
0.131 0.079 1.827
2.773 0.487 -1.412
-0.463 0.452 -0.503
0.447 0.227 1.589
-0.821 -0.810 -1.258
0.010 0.065 -0.019
-2.886 -0.438 0.368
1.331 1.084 -1.142
-4.336 -0.454 4.503
0.893 0.041 0.537
0.801 1.489 -0.292
1.619 0.346 1.103
0.293 0.396 0.222
1.177 3.587 4.532
-0.289 -0.385 -0.117
1.731 -0.036 -0.086
-0.962 -2.128 -2.258
-0.333 -0.607 -1.227
-1.432 0.923 -0.148
1.120 0.630 1.597
-1.645 -1.027 0.640
3.141 0.167 -3.732
-1.428 -1.322 -1.203
0.616 -0.419 -3.235
0.480 0.690 0.435
0.584 0.575 -1.372
-0.072 0.086 -0.076
1.282 -0.091 -1.320

=====

[4]
ORCA calculation (the ωB97M-V functional and the def2-TZVPD basis) on C21H33CoIN2 as an isolated structure at a distorted geometry.

E   -71018.8643 eV
Orbital gap (spin up / spin down)   0.242 / 0.248 hartree
Expectation value of S²   3.7689
Multiplicity   4
LUMO (spin up / spin down)   -0.64 / -0.94 eV

Last column: Mulliken charge in e.
Positions of all 58 atoms, in Å:
C -2.1119 -0.1930 -3.1749  -0.6522
H 4.1102 4.7378 3.7690  0.4144
C 1.7851 0.1802 3.2311  -0.4435
H 5.6707 4.2931 4.5562  0.4084
H -1.6798 -4.9626 4.6776  0.3433
Co 0.9650 -0.4508 0.7588  -0.5815
H 1.8240 2.2073 0.5239  0.4467
C -1.0128 -2.9960 2.9910  -0.5069
H -1.4158 -0.8107 -3.7646  0.2681
C 1.0066 -1.0440 3.3809  -0.5037
H -1.9971 -0.6242 -2.1205  0.0548
H -1.9742 -4.7970 6.4446  0.4363
H 2.8705 -0.6317 -0.8679  0.3054
C 4.2205 2.6972 4.4870  1.8257
H -0.5739 -2.6745 0.9096  0.3392
C 1.9026 -1.1063 -0.7428  -1.1398
H -0.2982 -2.2826 6.9187  0.3592
C -1.7240 1.2170 -3.1129  -0.7380
C 2.1180 1.8658 1.5146  -0.6087
H -3.7951 -2.9367 5.8530  0.4311
H -3.4361 -3.3113 4.1275  0.3175
C -1.3511 -2.1073 6.6503  -1.9089
C -1.4032 -4.4114 5.5893  -1.5261
H 0.5871 -1.1402 5.4156  0.4427
H -2.3067 1.7061 -2.3517  0.2386
H -1.8488 -3.6678 2.8240  0.4017
C -3.1543 -2.6827 4.9908  -1.4783
H -3.3008 -1.6229 4.7090  0.3623
H 6.1025 1.8863 5.2328  0.4258
H -0.3247 -4.5580 5.7596  0.3607
H 2.8020 3.7598 5.6646  0.3801
C 3.5880 3.0124 5.8433  -1.4726
C -0.2885 -2.4845 1.9490  -0.6512
H 5.3055 3.7073 2.8957  0.4434
C 0.3085 -1.5693 4.4574  0.0986
H 3.1152 2.1125 6.2509  0.2585
C 2.8588 2.6897 2.3510  -0.5160
C 3.0892 2.1662 3.6251  0.5328
C 5.2739 1.5718 4.5817  -1.4453
C 2.4304 1.0214 4.1257  0.2521
C 4.8717 3.9483 3.8823  -2.0773
H -1.5114 -1.0415 6.4157  0.4398
H -2.0000 -2.4078 7.4883  0.4000
H 1.2692 -0.8510 -1.5828  0.2261
H 5.6601 1.3594 3.5684  0.3635
H 4.8152 0.6473 4.9682  0.3521
H 4.3418 3.3921 6.5411  0.4315
H 2.0568 -2.1782 -0.7519  0.2859
C -0.7559 -2.4670 4.2507  0.7960
I -1.1964 0.8737 1.2324  -0.4427
H 2.5377 0.6587 5.1531  0.4654
H -1.8430 1.6938 -4.1438  0.2715
H 3.3105 3.6335 2.0193  0.4879
C -1.6728 -2.9117 5.3850  1.7479
H -3.1346 -0.3430 -3.3956  0.3431
N 0.6927 -1.5802 2.1536  -0.2356
N 1.7961 0.6109 1.9160  -0.0444
H -0.7031 1.3086 -2.9619  0.2146

Forces on the atoms, in the same order (eV/Å):
1.316 -2.424 2.315
0.441 -0.102 0.023
1.368 2.605 -1.662
-0.246 0.010 -0.297
0.060 0.025 0.402
-1.738 -0.124 -3.829
0.089 -0.572 0.027
-0.067 0.560 0.239
-0.586 0.213 -0.231
-1.705 -2.505 -1.707
-0.145 0.421 -1.155
0.150 0.018 -0.222
0.277 0.128 -0.191
-0.219 0.106 0.140
0.488 -0.139 0.301
0.427 -0.241 -1.039
-0.390 0.174 0.204
-1.213 1.363 -2.486
0.578 -0.727 1.221
0.169 0.120 -0.418
-0.013 0.286 0.463
-0.112 -0.161 -0.189
0.115 0.054 0.014
-0.541 -0.265 0.059
-0.001 0.644 0.124
0.226 0.127 -0.039
0.274 0.128 -0.062
-0.086 -0.486 0.172
-0.189 -0.166 -0.178
-0.361 -0.135 0.077
0.212 -0.069 0.380
0.176 0.193 -0.015
0.820 0.468 0.274
-0.078 0.247 0.421
0.421 0.795 0.087
0.219 0.392 0.203
-0.212 -0.767 0.464
0.777 -0.040 0.350
-0.119 0.042 -0.143
-0.234 -1.014 -0.389
-0.157 -0.193 0.130
0.119 -0.300 0.396
0.246 0.127 -0.304
-0.011 0.014 -0.653
-0.028 0.020 0.455
0.347 0.332 -0.035
-0.238 -0.010 0.019
0.048 -0.391 -0.020
0.133 -0.199 0.678
-1.153 0.416 -0.385
0.064 0.448 -0.397
-0.322 -0.234 1.319
-0.432 -0.593 0.138
-0.012 0.024 0.132
-1.018 -0.283 -0.723
-1.062 -1.927 2.328
1.122 3.271 2.325
2.005 0.296 0.892